ORCA calculation (the ωB97M-V functional and the def2-TZVPD basis) on a 14-piece molecular cluster, C84H120N14O18 overall in a non-equilibrium geometry.

## Properties
- energy relative to the best compared isomer or geometry (same formula, charge and spin) (kJ/mol) = 98.6
- strongest force on any atom (hartree/bohr) = 0.0788
- DFT total energy (eV) = -146740.97891
- gap between HOMO and LUMO (eV) = 7.100
- E_HOMO (eV) = -7.98

Atoms and positions in Å:
C 2.18792 -0.66659 -8.65075
H -3.57952 1.75245 6.63603
O 6.24130 -1.23979 -3.34819
C 2.55486 -0.34108 5.55248
H 3.54727 4.99640 2.63132
H 1.22894 -1.03658 1.73901
O -3.54413 1.28580 -0.20832
C 5.96410 -2.46911 2.67127
C 5.34674 -2.24159 0.31253
H 6.83310 0.78098 2.38302
H 7.90283 -0.28944 3.19333
N 4.77170 0.82366 5.19041
N -4.50088 -4.64063 -3.47383
H 5.45946 3.67671 -0.87449
H -7.73306 4.02459 5.74314
C 3.28924 0.81264 5.51109
H 1.24887 -5.71981 4.63276
H 3.11439 1.10980 1.15110
H 4.71243 -5.05903 -7.91392
C 4.03291 -5.60751 -6.02171
N -0.99390 7.10647 6.64270
N -6.16644 2.96806 4.82469
C -5.63429 4.20940 4.23897
C 1.19156 -3.87464 2.55872
N 1.69801 -1.12238 -7.32473
C -0.69467 -5.34395 -1.70356
C -3.95142 2.56201 5.97932
O 5.24458 1.87968 4.80243
H 0.59048 5.26724 5.46377
C 4.67544 -3.06064 3.15110
H 4.08386 -3.42079 2.31434
H -4.82610 -1.52096 -3.77077
O -0.44927 5.28085 -0.16816
H 3.52388 1.07309 -6.81331
C 1.67958 2.49293 0.48342
O -2.00816 -1.95379 2.90219
C -3.15032 -4.94392 -2.87276
C 0.64986 1.05144 5.83072
N -2.62653 1.23571 0.56836
H 3.55733 -0.01046 -5.45116
C -0.31251 -0.95950 -1.37059
H -3.19248 7.33265 5.11022
H -0.00893 2.76087 -3.46349
H 3.44206 -5.95323 -3.90568
H -2.24490 -5.16507 -4.83173
C 7.56521 0.03029 2.18394
H -7.82190 0.95132 5.18044
C 3.07905 -7.03191 1.31160
C -0.01181 -6.55171 3.16769
C -3.82963 6.90980 -0.24412
C -5.10838 7.29657 0.18107
H 1.40656 -2.20561 -9.97511
C -1.48676 0.34463 0.22538
H -0.95402 0.89740 -5.21742
C -3.57460 5.62274 -0.77760
C 0.50435 -0.75245 0.92019
C -0.13899 -2.56435 -6.30725
H -0.39584 1.09475 6.11088
H 4.03431 -6.81511 1.79259
C 1.82329 4.66361 1.44237
H -3.61656 -2.42483 -2.76801
C 7.13764 -1.03961 1.20872
H -4.12092 -0.77774 -2.36744
O -7.76783 7.76692 0.92704
N -2.63681 0.64399 -3.86832
C 3.48633 3.05185 1.92952
H 0.24165 -4.05487 2.01872
C -1.37147 -0.11978 -1.06219
H -4.39148 3.61026 -0.89906
H 1.15592 -5.94674 0.93437
H 1.39643 5.69979 1.53462
H 2.53691 -4.95816 0.74806
H -1.84300 -5.19920 0.19895
H -1.89225 4.48924 2.10820
H 4.38477 -2.72134 0.61937
H -5.97131 5.00231 4.83411
O 2.74200 -4.20682 -2.22360
C -8.09335 1.83351 5.78136
O 5.34503 -0.21044 5.41077
C -4.63148 4.67143 -0.68593
H -5.62738 3.78016 6.65056
H 1.30760 -2.10684 -0.61073
H -9.19372 1.78898 5.87364
N -0.07837 4.13924 -0.02969
N 5.86523 -1.60586 1.51158
C -5.16431 -2.00074 1.39533
H 7.14311 -0.66180 0.23645
H 4.99143 -3.80655 3.88450
H 0.98622 -0.28761 -5.57786
H 1.12327 1.80341 -0.20494
H 9.31158 1.78246 -1.31735
H -4.38890 1.88187 -6.51879
H -5.22267 8.36211 0.46642
C 2.79416 2.10999 1.24070
O -2.00314 7.51839 7.18503
C -5.88686 5.06175 -0.29091
H -3.76333 2.19615 4.94722
H 3.07117 -0.07860 -8.42417
H 6.41411 -1.95589 3.53094
H -4.64562 1.00689 -4.34120
O -2.66572 -3.10642 1.23607
C 3.00549 4.29566 2.03477
H 4.41202 2.77137 2.50589
C -6.46756 -0.23200 2.28450
H -2.56449 5.38739 -0.87777
C 1.01813 -3.28391 3.95502
C 1.15202 3.78435 0.60230
H -5.86464 2.09471 6.74712
C -1.24648 6.31977 5.38509
C 7.46049 2.86922 -0.99545
H 1.49986 0.12689 -9.09885
H 0.50633 -1.13358 5.80529
C -7.63681 3.09244 5.12109
C -1.78498 5.01595 3.05350
H -3.54532 0.26968 -6.34220
H 8.04690 3.69254 -0.56814
H -3.88119 -4.75020 -0.79483
H -7.72577 1.84559 6.82007
H -0.49886 0.46897 -3.67721
C 0.44440 -1.75824 -7.50349
H -3.00221 -1.19923 -5.03725
H 7.02449 -2.91088 -0.64758
H -3.00961 7.59875 -0.17468
H 3.24289 -7.23264 0.23621
H 4.98016 -1.40540 -0.29301
H -7.17807 4.81576 2.81783
C 3.56975 -5.24453 -4.73845
C 1.39802 2.20313 5.93847
H -3.56262 -0.51710 4.02244
H -0.01576 -2.04610 -5.31926
H -3.38234 3.48802 6.10455
C -5.45084 2.85892 6.11183
N 1.89155 -5.22782 2.69460
H 0.90749 -2.19316 3.90185
C -3.04807 -4.93954 -1.47987
C 3.37392 -2.96971 -5.51062
H 2.74307 1.53529 -5.24915
C 3.19379 -3.92873 -4.53090
H -0.61825 -7.06355 3.97981
C 1.20667 -0.19877 5.71708
N -7.58081 6.68292 0.43709
C 5.52014 1.71274 -1.61395
H -3.57530 6.16429 2.91998
H 3.06164 -1.32430 5.49652
H 5.58050 -3.85061 -1.11817
O 0.12009 7.35132 6.98375
C -2.71414 5.93850 3.52124
O -5.42961 -4.87274 -2.76955
O -2.53047 1.86676 1.61159
H -0.26898 -0.91365 -7.74349
H -6.15491 3.57534 2.19432
H 0.17611 -3.64764 4.47357
C -4.14976 -1.54096 2.25412
N -2.86921 -2.28919 2.11266
H -0.60707 0.69466 2.15620
H -5.58798 5.27599 2.44753
C 6.07202 2.85081 -1.11022
C -0.55473 0.16584 1.21714
C -6.16339 6.38221 0.06543
H 7.88153 -1.81851 1.19435
H 8.24565 -0.04996 -2.60303
O 1.62822 -2.69761 -3.30772
H 2.11848 -6.90644 3.74595
H 0.89016 3.16613 6.21050
C 2.35943 -1.81794 -9.59869
H 4.09760 -6.69350 -6.18308
C 0.54688 -1.33465 -0.34641
H 8.43926 0.57976 1.86186
H 2.93025 -2.65874 -9.14889
H 2.94335 -1.54045 -10.49424
C 2.93780 0.68700 -6.00014
C -5.49859 0.07324 3.26338
H 6.28225 -4.14696 0.49263
C -1.28892 1.06755 -4.18377
H -7.18492 -1.66279 0.81426
C 1.61654 0.03864 -6.44163
C -2.11229 -5.23984 -3.71748
H -8.18864 3.28960 4.18819
H 3.32735 2.93486 5.78841
C -0.91434 -5.48811 -3.07854
H 4.10673 -2.28637 3.60365
C 8.23361 1.82472 -1.48052
O -8.49635 5.90913 0.21278
H 2.61368 -7.95880 1.69969
C 1.33948 -6.17116 3.66929
O -0.75965 3.20501 -0.37440
C -1.03120 2.55712 -3.78871
C -2.48951 6.58366 4.78227
H 4.16112 -2.51566 -7.40512
H -5.01826 -2.83826 0.70983
C -3.65436 1.37782 -4.56122
C -6.33676 -1.32798 1.50618
C 2.12375 -5.78598 1.39857
C 7.67452 0.76281 -2.16435
O -4.65881 -4.30256 -4.61768
H 2.94326 -2.04126 -5.34104
H 1.02572 0.84991 -6.89257
H 0.02716 -7.32982 2.38246
H -1.35737 3.33105 -4.49230
N 2.48511 -3.55240 -3.19947
H -2.04088 0.22317 -1.83941
C 2.72466 2.07317 5.72523
C -3.52859 1.33292 -6.04914
N 5.58084 -0.31899 -2.95404
C 4.03400 -3.30015 -6.66176
C -0.31089 5.44030 4.94589
H -2.60545 1.69881 -6.48046
C -0.57420 4.76401 3.75747
C -4.33023 -0.60654 3.23336
H -1.18898 -2.84260 -6.41872
C 6.11866 -3.38508 -0.28918
H 0.56062 -2.42863 -8.34739
H -4.53069 4.11427 4.25689
H 1.77816 -3.33198 1.81828
H 0.15863 3.94253 3.40181
H 0.34567 -5.41100 -1.34392
C -2.79763 -0.83262 -4.05798
H -7.51453 0.22921 2.37946
H -0.18578 -1.37469 -2.38109
H 4.45207 1.49164 -1.75266
H -1.54719 2.75479 -2.84255
H -6.68736 4.39005 -0.30729
C 4.36919 -4.60489 -6.95644
H -3.79014 2.41069 -4.20842
H -1.80506 -1.22340 -3.79888
C -3.89645 -1.42271 -3.18145
C -6.17389 4.48378 2.81931
H -0.53217 -5.68814 2.79107
H 0.46156 -3.49318 -6.18344
H 6.71129 -3.22934 2.42029
H -5.63809 0.80389 4.06527
H -0.11320 -5.75976 -3.75975
C -1.80837 -5.20880 -0.89017
C 6.30415 0.72964 -2.16688
O 4.40528 -0.18748 -3.08687
H 1.96431 -3.49046 4.43599